{
  "formula": "C19H16BaCl2N5O2",
  "method": "ωB97M-V with the def2-TZVPD basis set",
  "elements": ["Ba", "Cl", "C", "C", "C", "Cl", "C", "C", "C", "C", "N", "C", "C", "O", "H", "H", "H", "H", "N", "C", "C", "C", "C", "C", "C", "H", "H", "H", "H", "H", "C", "N", "C", "C", "O", "N", "C", "N", "H", "H", "H", "H", "H", "H", "H"],
  "coordinates": [[0.0121, -0.2615, -0.5028], [-1.7128, -5.4547, -0.0073], [-1.5713, -4.4180, 1.3813], [-1.8915, -4.9426, 2.6370], [-1.7985, -4.1776, 3.7640], [-2.2099, -4.8742, 5.3145], [-1.3714, -2.8315, 3.6828], [-1.2392, -1.9701, 4.7946], [-0.8119, -0.6859, 4.6139], [-0.5151, -0.2499, 3.3107], [-0.6299, -1.0188, 2.2551], [-1.0514, -2.3035, 2.4090], [-1.1447, -3.0981, 1.1861], [-0.8482, -2.5926, 0.0567], [-2.2183, -5.9713, 2.7097], [-1.4785, -2.3432, 5.7812], [-0.7010, -0.0083, 5.4492], [-0.1717, 0.7658, 3.1407], [-1.5900, 1.5492, -1.5287], [-2.7753, 2.1857, -1.3852], [-3.5391, 2.0179, -0.2059], [-4.7592, 2.6409, -0.0286], [-5.3023, 3.4771, -1.0027], [-4.5670, 3.6605, -2.1708], [-3.3478, 3.0381, -2.3605], [-3.1476, 1.3790, 0.5805], [-5.2993, 2.4716, 0.8974], [-6.2570, 3.9644, -0.8564], [-4.9559, 4.3041, -2.9537], [-2.7989, 3.1932, -3.2847], [4.9161, -0.8533, -3.0586], [4.3000, 0.0148, -2.0905], [5.0379, 0.4496, -0.9261], [3.9150, 0.7971, 0.0601], [4.1140, 1.3139, 1.1456], [2.7312, 0.4088, -0.4772], [2.9700, -0.1276, -1.7121], [2.0152, -0.6823, -2.4019], [5.8993, -0.4601, -3.3165], [4.3313, -0.8830, -3.9784], [5.0392, -1.8814, -2.6912], [5.6678, 1.3193, -1.1201], [5.6619, -0.3474, -0.5025], [-1.1479, 1.7886, -2.4156], [2.3357, -1.0404, -3.2918]],
  "atomic_forces_ev_per_a": [[-0.02, 0.08, -0.05], [0.00, 0.00, 0.00], [-0.01, 0.02, 0.04], [-0.01, -0.01, 0.00], [0.01, 0.04, 0.00], [0.00, 0.00, 0.00], [-0.01, -0.01, 0.02], [0.01, 0.01, -0.02], [-0.02, -0.03, 0.00], [-0.02, -0.03, 0.01], [0.00, -0.04, -0.01], [0.03, 0.02, -0.07], [0.03, 0.08, 0.00], [-0.06, -0.13, 0.10], [0.00, 0.00, -0.01], [0.00, 0.00, 0.00], [0.01, 0.01, -0.01], [0.01, 0.00, 0.01], [0.28, -0.24, 0.16], [0.07, -0.01, -0.15], [-0.08, -0.01, 0.13], [-0.03, 0.02, 0.03], [0.12, -0.06, -0.01], [-0.06, 0.03, 0.01], [0.03, 0.04, -0.09], [0.01, -0.01, -0.03], [-0.01, 0.01, -0.01], [-0.01, 0.00, 0.00], [0.01, 0.00, 0.00], [-0.02, 0.03, 0.00], [0.00, -0.02, -0.04], [-0.02, -0.01, 0.03], [0.04, 0.05, 0.01], [-0.12, -0.14, -0.06], [0.02, 0.04, 0.01], [0.05, 0.01, 0.00], [-0.08, -0.03, -0.03], [0.12, 0.07, 0.06], [0.01, 0.00, 0.00], [-0.01, 0.00, 0.03], [-0.01, 0.01, 0.00], [0.01, 0.00, -0.01], [-0.02, 0.01, 0.00], [-0.24, 0.18, -0.04], [0.00, 0.01, 0.01]],
  "total_charge": -1,
  "e_above_lowest_ev": 0.065,
  "e_homo_ev": -3.8,
  "homo_lumo_gap_ha": 0.2294
}

***

{
  "formula": "C9H9BrF3NO5",
  "method": "ωB97M-V with the def2-TZVPD basis set",
  "elements": ["O", "C", "O", "C", "C", "C", "C", "O", "C", "F", "F", "F", "N", "C", "C", "C", "O", "O", "H", "H", "H", "H", "H", "H", "H", "H", "H", "Br"],
  "coordinates": [[-0.2611, -3.4344, 0.5779], [-0.9342, -2.6982, -0.0910], [-2.1128, -3.1773, -0.6104], [-0.4268, -1.2760, -0.3260], [0.9746, -1.0776, -0.1042], [1.4755, 0.1904, -0.2911], [2.9518, 0.4767, -0.0118], [3.0704, 1.4286, 1.0431], [2.6901, 0.9208, 2.2545], [1.3472, 0.9335, 2.3970], [3.1618, -0.3133, 2.5259], [3.2020, 1.7406, 3.1927], [0.7024, 1.2237, -0.6654], [-0.5967, 1.0525, -0.8650], [-1.2446, -0.1914, -0.7125], [-2.7458, -0.3096, -0.9854], [-3.1086, 0.7631, -1.8667], [-3.9200, 1.6950, -1.2051], [-2.1167, -3.1074, -1.5772], [1.6320, -1.8935, 0.2038], [3.3734, 0.9620, -0.9150], [3.5163, -0.4594, 0.1135], [1.1500, 2.1283, -0.7727], [-1.1870, 1.9243, -1.1518], [-3.3650, -0.2032, -0.0786], [-2.9901, -1.2387, -1.5202], [-3.4332, 2.0696, -0.4439], [-0.8049, 1.8709, 1.8854]],
  "atomic_forces_ev_per_a": [[-0.40, 0.49, -0.10], [0.84, -0.82, 0.36], [0.51, 0.52, -0.14], [-0.42, 0.42, -0.53], [-1.15, 0.64, -0.35], [1.42, -1.17, 0.66], [-0.59, 0.39, -1.48], [0.35, -1.16, 0.08], [-0.39, 1.21, 1.67], [3.22, -1.27, 0.27], [-0.26, 0.26, -0.63], [-0.19, -0.33, -0.53], [0.36, -1.04, -0.80], [-1.57, 0.72, 0.58], [1.14, -1.19, 0.26], [0.03, 0.74, -0.41], [0.66, -0.42, 0.08], [-0.97, 0.59, 0.47], [-0.08, 0.18, 0.17], [-0.41, 0.32, -0.06], [-0.07, -0.04, 0.60], [-0.29, 0.40, 0.42], [-0.42, 0.06, 0.22], [0.44, -0.32, -0.03], [0.44, -0.34, -0.19], [0.07, 0.42, 0.40], [0.42, -0.27, -0.24], [-2.69, 1.00, -0.74]],
  "e_homo_ev": -7.6,
  "homo_lumo_gap_ha": 0.2143
}

***

{
  "formula": "C30H34Cl2CoN4O11P2S2Si",
  "method": "ωB97M-V with the def2-TZVPD basis set",
  "elements": ["Co", "C", "C", "O", "P", "O", "O", "O", "P", "O", "O", "O", "H", "H", "H", "H", "H", "H", "H", "Cl", "C", "C", "C", "C", "C", "Cl", "C", "N", "C", "C", "C", "C", "C", "C", "C", "C", "O", "O", "H", "H", "H", "H", "H", "H", "H", "H", "H", "H", "C", "Si", "C", "C", "C", "C", "H", "H", "H", "H", "H", "H", "H", "H", "H", "N", "C", "C", "C", "C", "C", "C", "S", "O", "O", "N", "C", "S", "C", "C", "N", "H", "H", "H", "H", "H", "H", "H", "H"],
  "coordinates": [[0.2720, -0.6211, -0.5120], [-0.1035, -4.6591, 0.6991], [-0.4849, -3.4959, -0.1900], [-1.4409, -2.9748, -2.4989], [2.2429, -2.5086, -0.9579], [3.0513, -3.7904, -0.4041], [2.7076, -2.4520, -2.4746], [2.6362, -1.3041, -0.1669], [-1.7173, -2.3641, 0.4462], [-3.0867, -3.1076, 0.6141], [-1.2797, -2.0352, 1.9509], [-1.7645, -1.1343, -0.4219], [0.8144, -5.1211, 0.3424], [-0.8947, -5.4123, 0.7266], [0.0728, -4.3163, 1.7208], [-1.6382, -2.0929, -2.1473], [3.7220, -3.4848, 0.2179], [2.3914, -1.6042, -2.8798], [-3.6718, -2.4939, 1.1314], [3.9782, 2.0736, 1.0602], [2.5824, 2.8406, 1.7388], [2.4659, 2.8727, 3.1199], [1.2958, 3.3273, 3.7031], [0.2452, 3.7509, 2.9072], [0.3933, 3.7568, 1.5317], [-0.9361, 4.2841, 0.5585], [1.5680, 3.3219, 0.9007], [1.6035, 3.2623, -0.4921], [2.6177, 3.6689, -1.3375], [3.6138, 4.5516, -0.9185], [4.6145, 4.9551, -1.7857], [4.6360, 4.4990, -3.0935], [3.6223, 3.6525, -3.5237], [2.6045, 3.2307, -2.6816], [1.4705, 2.3912, -3.2423], [1.4290, 0.9575, -2.7117], [1.8970, 0.0222, -3.3553], [0.9006, 0.8704, -1.5393], [3.2805, 2.4940, 3.7218], [1.1910, 3.3255, 4.7799], [-0.6917, 4.0739, 3.3384], [0.9664, 2.5666, -0.8742], [3.6005, 4.9151, 0.1015], [5.3818, 5.6324, -1.4308], [5.4187, 4.8052, -3.7748], [3.6124, 3.3058, -4.5507], [1.5547, 2.3520, -4.3266], [0.5200, 2.8682, -2.9861], [1.3632, -6.1996, -1.9960], [0.0179, -5.1036, -2.7095], [0.5541, -4.5255, -4.4047], [-1.5721, -6.0953, -2.8243], [-0.3970, -3.5466, -1.7156], [0.5289, -2.6605, -0.9766], [1.6733, -6.8931, -2.7835], [1.0091, -6.7957, -1.1533], [2.2428, -5.6397, -1.6791], [0.5316, -5.3491, -5.1235], [1.5687, -4.1252, -4.3701], [-0.1142, -3.7387, -4.7559], [-1.3784, -7.1284, -3.1233], [-2.2502, -5.6441, -3.5498], [-2.0859, -6.1102, -1.8604], [-5.7768, 5.3134, 2.3531], [-5.1726, 4.0518, 2.4308], [-4.2630, 3.7682, 3.4505], [-3.6894, 2.5148, 3.5445], [-4.0239, 1.5283, 2.6294], [-4.9347, 1.7926, 1.6215], [-5.5086, 3.0495, 1.5234], [-3.2496, -0.0508, 2.7486], [-4.0533, -0.9437, 1.9043], [-3.2121, -0.4425, 4.1472], [-1.8270, 0.2770, 2.1605], [-0.8607, -0.6750, 2.3209], [-0.2844, -0.8904, 4.1410], [1.3066, -0.5843, 3.6710], [1.4338, -0.3659, 2.2909], [0.3488, -0.3941, 1.5687], [-5.2246, 6.0548, 2.7549], [-6.0934, 5.5575, 1.4278], [-4.0025, 4.5406, 4.1652], [-2.9767, 2.2910, 4.3281], [-5.1802, 1.0109, 0.9161], [-6.2205, 3.2596, 0.7334], [2.1271, -0.5527, 4.3697], [2.3808, -0.2106, 1.7908]],
  "atomic_forces_ev_per_a": [[0.03, -0.24, 0.14], [-0.02, -0.01, 0.01], [-0.01, 0.06, 0.08], [0.00, 0.02, -0.03], [0.28, 0.10, -0.20], [-0.05, -0.13, -0.01], [-0.10, -0.08, 0.16], [-0.04, 0.02, 0.11], [0.11, -0.11, -0.09], [-0.03, 0.08, 0.05], [0.07, 0.02, 0.03], [-0.05, 0.01, 0.08], [0.00, 0.00, 0.00], [0.00, 0.00, 0.01], [0.00, 0.00, 0.00], [-0.01, -0.01, 0.01], [0.01, 0.02, -0.03], [0.02, 0.14, -0.02], [-0.02, -0.01, -0.02], [0.03, 0.00, -0.02], [-0.04, 0.04, 0.03], [-0.01, 0.01, -0.03], [0.01, 0.00, 0.02], [0.00, 0.01, -0.03], [0.09, -0.04, 0.07], [-0.08, 0.02, -0.02], [0.02, -0.03, 0.04], [-0.18, 0.01, -0.05], [0.03, -0.03, -0.10], [-0.01, -0.01, 0.01], [0.01, 0.01, 0.01], [-0.01, -0.01, -0.01], [0.03, -0.02, 0.00], [-0.04, 0.02, 0.07], [0.09, 0.01, 0.00], [0.17, 0.01, 0.45], [-0.04, -0.03, -0.16], [-0.25, 0.21, -0.45], [0.00, 0.00, 0.00], [0.00, -0.01, 0.00], [-0.01, -0.01, -0.01], [0.09, 0.00, 0.02], [0.00, 0.00, 0.00], [0.00, 0.00, 0.00], [0.00, 0.00, 0.00], [0.00, 0.00, 0.00], [0.04, 0.01, 0.01], [-0.03, -0.03, -0.04], [-0.02, -0.02, -0.01], [0.03, -0.01, 0.01], [0.01, -0.03, 0.00], [0.01, 0.02, 0.00], [-0.06, 0.02, -0.04], [-0.02, -0.10, -0.01], [0.00, -0.01, 0.00], [0.00, 0.00, 0.01], [0.00, 0.00, -0.01], [0.01, -0.01, 0.00], [-0.01, 0.03, 0.01], [0.00, 0.00, -0.01], [0.00, 0.00, -0.03], [-0.01, 0.01, 0.01], [0.01, -0.02, 0.01], [0.02, -0.01, 0.00], [-0.03, 0.01, -0.03], [0.04, 0.00, -0.01], [0.01, 0.01, 0.03], [0.02, -0.01, -0.04], [0.02, 0.00, 0.01], [0.00, 0.01, 0.01], [-0.08, -0.04, 0.00], [0.02, 0.04, 0.02], [0.02, 0.03, 0.00], [0.03, -0.04, -0.01], [-0.05, 0.00, -0.13], [0.06, -0.04, 0.08], [-0.07, -0.01, -0.02], [0.04, 0.05, -0.04], [-0.04, 0.08, 0.03], [0.00, 0.01, 0.00], [0.00, 0.00, 0.00], [-0.01, 0.01, 0.01], [0.00, -0.01, 0.01], [0.00, 0.00, 0.00], [0.00, 0.00, 0.00], [0.00, -0.01, 0.01], [-0.02, -0.01, 0.01]],
  "total_charge": -1,
  "e_above_lowest_ev": 0.220,
  "e_homo_ev": [-5.3, -5.5],
  "multiplicity": 5,
  "homo_lumo_gap_ha": [0.2790, 0.2478]
}

***

{
  "formula": "C2H11NO2",
  "method": "ωB97M-V with the def2-TZVPD basis set",
  "elements": ["C", "C", "N", "H", "H", "H", "H", "H", "H", "H", "O", "H", "H", "O", "H", "H"],
  "coordinates": [[3.2434, -1.4347, -0.7300], [2.2724, -0.7658, 0.2490], [1.3464, 0.2302, -0.3403], [3.3055, -2.5228, -0.6743], [3.0369, -1.2253, -1.7833], [4.2408, -1.0444, -0.5047], [1.6115, -1.4370, 0.8141], [2.8891, -0.1788, 0.9209], [1.7301, 1.1610, -0.3632], [1.0418, -0.1873, -1.2061], [-1.9214, 1.7379, -1.6452], [-1.6919, 1.6724, -0.7071], [-1.1563, 2.0676, -2.1402], [-7.0106, 0.5002, 2.7666], [-6.5094, 1.1253, 3.3154], [-6.4284, 0.3014, 2.0283]],
  "atomic_forces_ev_per_a": [[0.40, -0.17, -0.09], [-0.61, 0.94, 0.01], [0.08, -1.12, 0.53], [-0.14, 0.02, 0.32], [-0.17, 0.23, 0.14], [0.01, -0.18, -0.32], [0.65, -0.22, -0.10], [-0.10, -0.29, 0.63], [0.06, -0.12, -0.71], [-0.21, 0.94, -0.42], [-0.05, 0.04, -0.10], [0.30, 0.08, -0.47], [-0.21, -0.16, 0.57], [0.22, 0.31, 0.31], [-0.25, -0.31, -0.27], [0.02, -0.01, -0.04]],
  "e_above_lowest_ev": 1.042,
  "smiles": "CCN.O.O",
  "e_homo_ev": -9.3,
  "homo_lumo_gap_ha": 0.3728
}

***

{
  "formula": "C10H13O2",
  "method": "ωB97M-V with the def2-TZVPD basis set",
  "elements": ["C", "C", "C", "C", "C", "C", "C", "H", "H", "H", "H", "H", "H", "H", "H", "C", "C", "C", "O", "O", "H", "H", "H", "H", "H"],
  "coordinates": [[0.8762, 1.7559, -3.4169], [1.0791, -0.5019, -0.2919], [0.8770, -0.0323, -1.5901], [1.7049, 0.3440, 0.6187], [1.2188, 1.2323, -2.0649], [2.1553, 1.5857, 0.1607], [1.8930, 2.0212, -1.1357], [0.5852, -1.3820, 0.0853], [0.3844, -0.7188, -2.2748], [1.8321, 0.0377, 1.6491], [2.8745, 2.1202, 0.7720], [1.6936, 1.6146, -4.1276], [0.6128, 2.8060, -3.2951], [2.1890, 3.0427, -1.3648], [0.0183, 1.2614, -3.8769], [-1.7140, -1.2855, 1.5644], [-3.1017, -1.1541, 2.1056], [-0.8245, -2.2789, 2.3348], [-1.1822, -3.4637, 2.4350], [0.2692, -1.7910, 2.7779], [-1.6518, -1.5371, 0.5018], [-1.1419, -0.3556, 1.5882], [-3.3254, -1.7035, 3.0276], [-3.9423, -1.5011, 1.4903], [-3.3795, -0.1159, 2.3273]],
  "atomic_forces_ev_per_a": [[-0.24, -0.14, -0.29], [-0.35, 1.38, 0.22], [-0.52, -0.93, -0.68], [0.22, 0.16, -0.43], [0.30, -0.46, 1.46], [0.53, -0.82, -0.10], [0.10, 0.53, 0.33], [0.33, -0.43, -0.18], [-0.14, 0.10, -0.06], [-0.03, -0.11, -0.02], [-0.48, 0.44, 0.17], [0.11, 0.33, 0.06], [0.20, 0.12, -0.39], [0.08, -0.11, -0.30], [-0.06, -0.11, 0.26], [1.21, 0.14, -0.29], [-2.01, 0.33, 0.51], [1.64, 0.06, 0.46], [-0.63, -0.18, -0.10], [-0.75, -0.07, -0.41], [-0.49, -0.39, -0.01], [-0.40, 0.24, 0.31], [0.73, -0.03, 0.05], [0.44, -0.07, -0.52], [0.24, 0.03, -0.03]],
  "total_charge": -1,
  "e_above_lowest_ev": 0.534,
  "e_homo_ev": -3.9,
  "homo_lumo_gap_ha": 0.2553
}